[1]
# C28H26CeClF2N6O4

C28H26CeClF2N6O4 as an isolated structure in a non-equilibrium geometry (ωB97M-V with the def2-TZVPD basis set, OMol25).

Geometry as XYZ:
```
68
Properties=species:S:1:pos:R:3
C 0.545 3.373 0.110
O 0.653 1.474 -1.287
N 2.480 1.932 0.060
H -1.360 3.654 0.824
H 1.765 -2.171 2.953
H 1.837 -4.274 0.500
C 1.371 -3.150 2.694
N -1.743 -2.659 -1.018
C -1.979 0.285 -1.744
C -1.630 0.388 -3.105
N 0.345 0.546 2.630
C -3.677 0.815 -0.003
H 0.816 -4.618 -1.480
H 1.033 3.798 0.986
H -3.698 -5.988 -0.939
O 1.927 -0.709 0.962
H 0.539 4.121 -0.695
C 0.870 1.239 5.283
O 1.663 -1.000 -1.190
O -0.395 -2.238 1.348
C 3.170 0.755 -0.451
H 4.087 0.637 0.131
H -4.069 2.426 -4.327
C -2.395 1.101 -4.009
H -0.734 -0.099 -3.475
N 0.937 -3.825 0.425
C 1.553 1.838 4.237
Ce -0.209 -0.129 0.011
H -4.896 -3.797 -1.098
H -5.761 0.776 -0.547
H 0.716 -3.473 3.501
C -3.154 -5.055 -0.967
F -4.932 2.507 -1.904
C -5.050 0.741 0.264
H -1.240 2.595 -0.415
C -0.029 0.232 4.965
F -2.041 1.130 -5.317
C -1.104 -3.823 -0.954
N -2.767 0.719 0.983
H 1.025 1.532 6.311
C -4.550 0.583 2.580
C -3.819 -3.843 -1.050
H 1.803 1.892 2.086
C 2.228 -0.421 -0.227
C -3.513 1.822 -3.629
C 1.262 1.465 2.929
C 1.298 2.148 -0.418
H 2.292 2.600 4.432
H -6.550 0.528 1.781
C -3.176 0.965 -1.379
H -1.212 -5.968 -0.875
C 0.577 -2.995 1.419
C 0.403 -3.766 -0.935
H -2.452 0.646 3.001
H 3.402 0.845 -1.517
C -3.879 1.739 -2.304
H -0.914 -0.908 3.367
C -3.212 0.640 2.232
Cl -0.898 -0.605 6.204
H 0.723 -2.828 -1.420
N -0.797 2.891 0.457
C -0.247 -0.097 3.633
H 2.190 -3.854 2.589
C -3.068 -2.676 -1.071
H -3.548 -1.710 -1.151
C -5.493 0.604 1.563
C -1.770 -5.044 -0.922
H -4.842 0.507 3.615
```

Values from the calculation:
- HOMO (spin up / spin down) (eV) = -11.2 / -11.2
- E_LUMO (spin up / spin down) (eV) = -4.558 / -4.548
- DFT total energy (a.u.) = -2847.02154
- charge = +1
- HOMO-LUMO gap (spin up / spin down) (Ha) = 0.2457 / 0.2460

***

[2]
# C28H26Cl2FN3ORu

C28H26Cl2FN3ORu as an isolated structure in a non-equilibrium geometry (ωB97M-V with the def2-TZVPD basis set, OMol25).

Geometry as XYZ:
```
62
Properties=species:S:1:pos:R:3
H -14.892 -7.928 11.010
C -15.824 -5.706 7.261
H -20.403 -11.304 9.213
C -17.646 -4.125 8.751
H -15.950 -11.374 11.391
H -18.293 -8.902 5.211
C -19.274 -8.490 5.392
H -16.361 -2.467 8.078
H -20.664 -6.217 5.840
C -17.848 -8.471 8.682
H -18.514 -6.104 9.306
C -12.747 -6.916 9.239
H -10.941 -11.916 8.915
C -12.231 -8.257 9.291
C -15.339 -9.923 7.308
Ru -14.999 -8.493 8.334
H -15.430 -10.738 9.833
C -17.759 -5.558 8.754
C -20.635 -6.862 6.719
H -14.792 -10.128 11.439
C -19.104 -8.483 7.941
H -15.927 -7.933 12.494
C -15.955 -8.000 11.386
H -15.830 -11.078 5.747
H -16.502 -7.075 11.072
C -15.644 -10.461 10.852
C -10.501 -9.927 9.772
C -20.023 -9.455 8.287
H -9.560 -10.179 10.175
H -18.702 -10.827 10.983
C -17.724 -9.239 9.904
H -18.322 -3.560 9.427
C -19.804 -10.377 9.274
C -11.287 -10.851 9.077
Cl -8.354 -7.597 10.289
H -20.745 -6.254 7.632
H -19.823 -9.431 5.448
C -19.319 -7.660 6.649
C -10.530 -6.162 10.031
C -15.596 -4.340 7.399
H -14.731 -3.902 6.957
H -17.296 -9.527 11.833
H -20.977 -9.480 7.726
H -9.848 -5.378 10.324
H -13.275 -11.197 8.325
N -16.755 -7.734 8.241
H -19.611 -7.947 4.516
C -16.672 -9.269 10.993
O -13.993 -6.678 8.951
H -21.605 -7.439 6.702
F -15.006 -6.545 6.575
N -13.012 -9.204 8.700
C -11.828 -5.878 9.642
N -15.619 -10.971 6.793
H -18.484 -6.986 6.581
C -10.914 -8.557 9.767
C -18.752 -10.180 10.142
C -16.804 -6.362 8.071
C -12.562 -10.522 8.734
C -16.541 -3.528 8.051
C -10.041 -7.458 10.079
Cl -12.287 -4.268 9.455
```

Values from the calculation:
- HOMO (spin up / spin down) (eV) = -8.4 / -11.8
- E_LUMO (spin up / spin down) (eV) = -2.828 / -5.502
- 2S+1 = 6
- DFT total energy (a.u.) = -2436.81632
- <S²> = 8.837
- charge = +1
- HOMO-LUMO gap (spin up / spin down) (Ha) = 0.2043 / 0.2332

***

[3]
# C28H26ClF24N3O6

A 4-piece molecular cluster, C28H26ClF24N3O6 overall in a non-equilibrium geometry (ωB97M-V with the def2-TZVPD basis set, OMol25).

Geometry as XYZ:
```
88
Properties=species:S:1:pos:R:3
F 0.263 4.635 -0.900
H 3.808 -2.587 3.801
F -0.321 5.188 -3.482
N 0.985 -2.367 3.662
C 1.544 2.555 4.650
F -1.335 4.361 3.855
O 2.292 -4.252 2.238
F 1.608 7.043 -3.783
F 0.611 5.141 -5.447
C 3.271 -5.238 1.985
H -0.695 2.860 -3.258
H 0.656 6.685 5.078
C -0.067 -2.524 2.750
C -3.266 -3.105 -6.315
F -4.893 -1.468 -6.124
F -0.612 -5.119 -5.896
H -2.060 -0.168 3.873
C -1.358 -4.563 -0.214
C -3.221 -3.189 -0.017
F 2.468 1.613 4.323
F -0.808 -2.158 -4.049
F 2.175 3.500 5.366
H 0.886 4.530 2.193
N -1.253 -0.770 3.948
F 0.631 1.200 -1.430
F -1.503 -0.617 -6.162
H -1.186 -1.191 4.864
C -2.239 -2.800 1.021
C 3.219 -1.748 4.182
F 0.672 3.025 0.515
C -1.116 -3.625 0.909
H -0.941 3.057 -0.663
H 0.538 1.688 -3.653
H 2.955 -1.926 5.222
C 0.377 2.664 -3.210
Cl -3.707 -0.854 2.221
F 2.301 5.486 -2.406
C -1.222 -1.712 2.912
F 0.974 -3.306 -4.597
F 1.139 1.329 6.606
O -2.394 -3.891 -5.526
O -4.321 -2.770 -0.202
H -2.995 -0.460 -7.483
C 1.984 -1.650 3.338
C -0.356 -3.384 -4.394
O -0.657 -5.440 -0.631
F 0.142 5.064 6.133
H 3.823 -0.844 4.118
H 1.886 4.936 3.570
C -1.039 -3.857 -5.683
H -4.215 -3.636 -6.270
H 3.788 -5.048 1.038
C 1.106 -4.521 1.530
C -2.307 -1.847 2.032
C 0.121 3.312 -0.690
O 1.113 3.543 -4.033
C -0.271 5.188 3.806
H 2.847 5.566 -4.326
H 0.729 -5.517 1.798
F -3.488 -1.660 -4.449
C 1.981 5.748 -3.688
F -0.542 6.161 2.885
C -2.826 -0.516 -6.405
C 0.958 4.442 3.274
H 1.202 0.037 2.347
H 4.000 -5.197 2.793
F -0.498 2.580 5.868
H 1.318 -4.544 0.455
H 0.138 0.943 4.908
H 2.834 -6.241 1.964
F 2.180 2.738 -1.674
C 1.989 -0.699 2.165
O 0.999 3.052 3.513
H 1.758 -1.188 1.217
C 0.854 2.510 -1.764
C 0.525 1.784 5.489
C 0.808 4.865 -4.135
F -3.271 0.624 -5.830
H 2.944 -0.189 2.055
H -2.555 -3.975 -1.743
H -2.963 -3.079 -7.362
C -0.132 5.930 5.136
F -1.304 6.542 5.415
C -3.589 -1.697 -5.794
C -0.012 -3.526 1.760
H -0.558 -4.081 -3.578
N -2.647 -4.267 -0.775
F -0.658 -3.115 -6.737
```

Values from the calculation:
- HOMO (eV) = -8.7
- E_LUMO (eV) = -0.348
- DFT total energy (a.u.) = -4555.28620
- SMILES = COCc1c(N=C(C)C)c(N)c(Cl)c2c1C(=O)NC2=O.FC(F)C(F)(F)COC(F)(F)C(F)F.FC(F)C(F)(F)COC(F)(F)C(F)F.FC(F)C(F)(F)COC(F)(F)C(F)F
- charge = 0
- HOMO-LUMO gap (Ha) = 0.3061

***

[4]
# C28H26F3I2LuN4O3S

C28H26F3I2LuN4O3S as an isolated structure in a non-equilibrium geometry (ωB97M-V with the def2-TZVPD basis set, OMol25).

Geometry as XYZ:
```
68
Properties=species:S:1:pos:R:3
C 1.110 -4.601 0.583
O 1.554 0.242 1.762
H -0.037 -0.061 -4.784
H 4.039 -2.794 0.969
S 0.979 -0.472 -2.282
H -2.119 1.279 2.364
C -1.611 -3.330 -3.568
O 1.751 1.843 -0.506
F -2.381 2.508 -1.644
H -0.462 -2.708 -1.819
H -3.626 -0.600 2.144
H -4.238 -2.765 3.267
H 0.728 -5.628 0.443
C 0.622 -2.293 0.792
C -1.706 -0.453 3.201
H -0.619 1.357 3.124
C 3.786 -0.277 1.019
H 3.933 0.828 1.241
C -0.864 -1.002 4.144
C 0.176 -3.602 0.628
H -2.103 -4.010 -2.928
C 2.936 3.759 -1.396
C 3.168 5.121 -1.251
C -1.289 -2.160 4.811
C -2.045 1.296 -1.099
C -3.324 -2.200 3.517
H 3.958 -0.436 -0.028
H -0.955 -2.035 -6.091
C -1.503 -1.521 -5.325
O -0.249 -1.348 0.534
C 1.209 5.384 0.196
H -2.032 -0.689 -5.729
C -0.932 5.438 1.410
H 0.135 -0.621 4.329
H 0.149 7.212 0.784
C 2.936 -3.038 0.848
C 0.943 3.948 0.070
N -0.497 -0.910 -4.457
I 3.334 7.638 0.254
H -3.298 -1.922 -4.233
Lu 0.206 0.675 0.260
C 2.414 -0.687 1.320
H 4.023 5.581 -1.731
I 4.058 2.920 -2.847
H -1.641 6.053 1.983
H 3.171 -5.197 0.526
N -1.300 0.803 2.635
C -0.219 -1.319 -3.209
C 2.498 -4.345 0.619
C 0.131 6.105 0.809
F -2.967 1.072 -0.038
N -0.182 3.311 0.483
C 1.888 3.123 -0.688
C -2.463 -2.493 -4.598
C 2.010 -2.019 1.038
C -2.963 -1.039 2.862
H -2.957 -3.485 5.145
C 2.396 5.902 -0.403
H -0.938 -3.753 0.527
N -0.880 -2.376 -2.697
C -1.041 4.053 1.188
C -2.489 -2.718 4.503
H -0.840 -3.896 -4.101
H -0.694 -2.501 5.587
H -1.934 3.572 1.448
H 4.526 -0.953 1.510
F -2.384 0.405 -2.095
H -2.982 -3.173 -5.330
```

Values from the calculation:
- HOMO (eV) = -7.2
- E_LUMO (eV) = -0.803
- DFT total energy (a.u.) = -4056.15749
- charge = 0
- HOMO-LUMO gap (Ha) = 0.2366